The following is a DFT calculation (ωB97M-V with the def2-TZVPD basis set) of a structure of composition C36H25Cl2CrIN9O4 in a non-equilibrium geometry.

Structure (XYZ):
```
78
Properties=species:S:1:pos:R:3:forces:R:3
Cr -17.870652 -4.498192 7.672936 0.624 -1.022 0.790
Cl -16.451832 -10.266469 11.189431 0.239 0.291 -0.128
C -16.218500 -8.876806 10.156226 -0.590 0.475 0.115
C -17.150819 -7.841260 10.227499 -0.623 -0.763 0.373
C -17.131609 -6.797212 9.316035 0.725 0.630 -0.597
N -18.064621 -5.794595 9.132240 -0.475 -0.145 0.583
C -19.055692 -5.536570 10.038082 -0.254 0.662 0.431
O -19.144362 -6.003149 11.177477 0.018 -0.561 0.180
C -19.973396 -4.499302 9.579883 0.406 -0.060 -0.412
C -21.070079 -4.090919 10.296883 -0.944 -0.722 1.774
C -21.869674 -3.058233 9.883893 0.768 -0.335 -0.646
C -21.566803 -2.476721 8.608223 -1.399 1.541 0.312
C -20.526342 -2.935291 7.889265 0.525 -0.182 -0.286
N -19.682683 -3.895921 8.358905 0.275 0.228 -0.555
C -16.066876 -6.711690 8.382516 0.911 -1.767 0.070
C -15.097269 -7.767391 8.336751 -2.001 2.058 0.002
C -15.213180 -8.798172 9.216980 0.902 -1.395 0.764
Cl -13.919245 -10.006618 9.185503 -0.412 0.097 -0.037
N -16.181832 -5.630513 7.526989 0.483 1.016 -1.321
C -15.287330 -5.260005 6.596459 0.857 -0.402 -0.036
O -14.138111 -5.682007 6.363748 -0.843 -0.081 0.313
C -15.730476 -4.063621 5.773420 -0.427 0.013 -0.709
C -14.985199 -3.567459 4.708822 -0.130 1.043 0.749
C -15.371097 -2.349903 4.106997 2.057 -1.406 -0.539
C -16.491292 -1.739709 4.532176 -2.071 1.062 0.065
C -17.271959 -2.370877 5.502355 -0.310 0.558 -0.102
N -16.910103 -3.497274 6.088266 0.232 0.552 0.419
H -17.974129 -7.918392 10.932698 0.219 0.098 -0.150
H -21.328008 -4.657887 11.225600 0.491 0.593 -0.807
H -22.695889 -2.738190 10.460186 -0.733 0.276 0.426
H -22.201021 -1.617604 8.282504 0.673 -0.927 -0.123
H -20.314134 -2.567720 6.887905 -0.021 -0.006 0.109
H -14.366707 -7.834210 7.586273 0.910 0.359 -0.744
H -14.023502 -3.989138 4.514189 0.261 -0.478 -0.239
H -14.716160 -1.922869 3.328650 -0.510 -0.191 0.435
H -16.871347 -0.805361 4.089714 0.353 -0.496 0.294
H -18.213982 -1.907040 5.820871 0.337 -0.360 -0.071
C -14.534030 -3.767805 9.299593 -0.874 -1.224 -0.241
C -15.693080 -2.847107 9.427536 -1.062 -0.009 0.660
N -16.961746 -3.038074 9.062409 0.768 0.035 -0.937
C -17.683361 -1.922772 9.403330 0.828 0.447 1.168
C -16.858244 -1.080542 10.112559 -0.963 0.144 -0.436
N -15.615762 -1.654636 10.118429 0.227 -0.517 -0.321
C -14.454222 -1.027859 10.708201 -0.209 0.885 0.433
N -13.820053 -1.862940 11.705190 -0.574 -0.591 -0.136
N -12.570053 -1.581272 12.113867 0.147 0.162 0.331
N -12.273405 -2.275737 13.155211 -1.394 -0.451 -0.801
C -13.395766 -3.081794 13.425637 1.126 0.041 0.754
C -13.505804 -4.036811 14.457035 -0.856 -0.293 -0.576
C -14.732484 -4.698294 14.521732 0.836 1.210 -0.771
C -15.775908 -4.419854 13.571818 0.337 -0.488 0.582
C -15.653417 -3.498183 12.543581 -0.382 0.034 -0.466
C -14.414864 -2.815512 12.508227 0.550 0.097 0.344
H -14.288827 -3.951823 8.260346 0.136 0.093 -0.115
H -14.659203 -4.793127 9.757348 -0.241 1.199 -0.305
H -13.727310 -3.283924 9.764286 1.382 0.354 0.542
H -18.733386 -1.835821 9.191014 -0.051 0.013 0.031
H -17.044508 -0.124255 10.588892 0.048 -0.272 -0.146
H -14.781447 -0.098539 11.240273 0.020 -0.634 -0.725
H -13.749090 -0.745181 9.927355 0.254 -0.137 0.207
H -12.647301 -4.290661 15.091735 -0.526 0.274 -0.203
H -14.847830 -5.417521 15.307342 -0.412 -0.395 0.066
H -16.663987 -5.040399 13.693571 -0.001 0.386 -0.373
H -16.442797 -3.333058 11.756931 0.817 -0.348 1.259
I -22.364056 -10.464946 9.713486 0.040 0.099 0.059
C -21.515201 -8.856390 8.689449 -0.664 1.105 -0.412
C -20.282615 -8.975988 8.096237 1.213 -1.122 0.191
C -19.730077 -7.920453 7.375048 -0.940 -0.444 0.530
C -20.519366 -6.789722 7.155689 2.225 0.671 -1.107
C -21.761305 -6.637360 7.689135 -0.694 -1.081 0.980
C -22.229274 -7.668193 8.506619 -1.764 -0.036 0.612
C -19.952319 -5.662391 6.301982 -1.673 0.069 -0.719
O -20.713737 -4.989551 5.619566 -0.421 -0.151 0.076
O -18.688570 -5.486983 6.269729 1.237 -0.461 0.171
H -19.729385 -9.925043 8.249057 -0.201 0.803 -0.224
H -18.720487 -8.033246 7.013947 0.053 0.326 -0.244
H -22.352329 -5.755506 7.493579 0.057 0.089 0.034
H -23.237647 -7.559156 8.986027 1.077 -0.136 -0.479
```
Forces are in eV/Å.

Results
Highest occupied orbital energy (alpha / beta) = -2.32 / -4.80 eV
<S²> = 6.038
HOMO-LUMO gap (alpha / beta) = 4.17 / 6.63 eV
2S+1 = 5
Total charge = -1

These are the Löwdin partial charges, in e, on atoms 1 to 5: 0.8657, 0.6279, -0.6782, -0.0377, -0.2084


The following is a DFT calculation (ωB97M-V with the def2-TZVPD basis set) of a structure of composition C36H25ClF6N4O6Pb in a non-equilibrium geometry.

Structure (XYZ):
```
79
Properties=species:S:1:pos:R:3:forces:R:3
Pb 0.425744 -0.211803 0.849658 0.689 -0.475 0.175
C 0.038373 -3.488732 -2.710763 -0.161 -0.341 0.322
O 0.766672 -2.662673 -3.588634 0.107 0.712 0.006
C 0.480627 -1.308651 -3.613497 0.126 -0.405 -0.353
C 0.705003 -0.709279 -4.832359 0.057 -0.112 0.171
C 0.469953 0.649421 -5.026776 0.038 0.202 -0.214
C -0.015466 1.389642 -3.979096 0.003 0.090 0.080
C -0.220069 0.829972 -2.709370 0.262 -0.658 -0.412
C -0.751066 1.705527 -1.712294 -0.332 0.557 0.757
N -0.838582 1.493832 -0.445549 0.182 -0.294 -0.541
N -1.504300 2.444326 0.261197 -0.615 0.828 -0.092
C -1.477652 2.304191 1.568140 0.269 -0.068 -0.472
O -0.790574 1.508223 2.261525 -0.265 -0.253 0.246
C -2.444670 3.206079 2.253967 -0.201 0.073 0.237
C -2.859002 4.405084 1.684274 0.079 -0.076 0.003
C -3.829228 5.168548 2.303666 -0.017 0.164 -0.001
C -4.397423 4.742310 3.493925 -0.148 0.083 0.054
C -3.987509 3.548808 4.065659 -0.143 0.113 0.158
C -3.007440 2.788807 3.456576 0.197 -0.052 -0.127
C 0.057533 -0.556109 -2.463975 -0.174 -0.028 -0.318
O -0.083246 -1.129808 -1.332569 -0.047 0.081 0.268
H 0.358338 -4.507187 -2.940678 -0.060 0.014 -0.018
H -1.038195 -3.389451 -2.890182 -0.012 -0.034 0.043
H 0.242011 -3.258900 -1.665255 -0.043 -0.099 -0.142
H 1.084678 -1.325146 -5.636724 -0.023 -0.114 -0.045
H 0.655802 1.099313 -5.993158 -0.013 0.050 -0.041
H -0.222169 2.447010 -4.108735 -0.028 0.031 0.007
H -1.130151 2.665901 -2.084288 -0.032 -0.059 0.128
H -2.413163 4.698991 0.747140 -0.001 0.040 -0.102
H -4.153296 6.098658 1.855215 -0.013 0.074 -0.030
H -5.167756 5.337833 3.966585 -0.048 0.026 0.054
H -4.448138 3.215414 4.986135 0.013 -0.065 0.072
H -2.671119 1.851208 3.876142 0.031 -0.048 0.032
Cl 4.382649 -4.523632 -4.142514 0.126 -0.241 -0.401
C 3.788986 -3.689262 -2.732921 0.118 0.301 -0.192
C 3.454804 -4.433480 -1.597130 -0.058 0.151 0.071
C 3.021776 -3.776445 -0.487095 -0.034 -0.297 0.057
C 2.883743 -2.342954 -0.408097 0.272 -0.162 -0.131
O 2.561962 -1.821368 0.679656 -0.192 0.141 0.203
C 3.190652 -1.623330 -1.632123 -0.076 -0.444 0.175
C 3.053485 -0.217623 -1.767961 0.163 0.776 -0.017
N 2.600601 0.572413 -0.855909 -0.008 -0.972 0.113
C 2.454415 1.918061 -1.011452 0.096 0.986 -0.746
C 2.520081 2.618999 -2.213856 0.126 -0.572 0.390
C 2.349676 4.000152 -2.262121 -0.018 0.505 0.110
C 2.079493 4.728783 -1.131585 0.010 0.061 -0.302
C 1.946335 4.071256 0.105084 0.046 -0.335 -0.004
C 1.599382 4.738456 1.298066 0.015 -0.160 0.225
C 1.463905 4.023273 2.458138 0.006 0.475 -0.172
C 1.692045 2.640311 2.426129 0.189 -0.078 -0.217
N 2.026366 1.998948 1.336435 0.256 -0.093 0.593
C 2.143640 2.664513 0.176436 0.061 0.607 -0.327
C 3.654325 -2.329661 -2.754938 -0.005 -0.211 0.116
H 3.537633 -5.512882 -1.619991 0.016 -0.026 0.026
H 2.754850 -4.331367 0.401650 -0.024 0.013 0.116
H 3.405924 0.173353 -2.739760 -0.041 0.025 0.130
H 2.686868 2.087333 -3.140038 -0.027 -0.076 0.003
H 2.435230 4.501527 -3.219467 -0.044 0.029 -0.013
H 1.950234 5.802887 -1.178619 -0.053 0.054 -0.006
H 1.439395 5.811268 1.272389 -0.048 -0.013 0.022
H 1.171923 4.507605 3.378955 -0.019 -0.004 0.076
H 1.587058 2.041237 3.320588 -0.061 -0.005 0.081
H 3.883432 -1.785506 -3.662358 -0.001 0.052 -0.053
C -1.090598 -4.790031 2.792598 -0.065 0.042 0.122
C -2.254514 -3.854770 2.442348 0.127 0.041 0.154
O -1.847308 -2.626559 1.884280 -0.782 -0.539 -0.262
C -3.169805 -3.641439 3.668344 -0.427 -0.253 0.524
F -4.202420 -2.830220 3.416428 -0.032 0.287 -0.265
F -3.728675 -4.806657 4.097444 0.086 -0.275 -0.122
F -2.551219 -3.164008 4.742922 0.324 0.261 -0.003
C -3.090065 -4.511071 1.328691 -0.319 -0.508 -0.156
F -4.083238 -3.753905 0.868394 -0.061 0.366 0.000
F -2.335080 -4.856873 0.286351 0.430 0.205 -0.204
F -3.674637 -5.670439 1.731168 0.029 -0.097 0.153
H -0.673855 -4.511371 3.757399 -0.009 -0.060 -0.115
H -0.322863 -4.645520 2.034680 0.004 -0.089 0.029
H -1.416621 -5.828886 2.804587 -0.030 -0.042 -0.015
O -0.356830 -2.208199 3.520394 -0.005 0.187 -0.373
C -0.757658 -1.864276 2.432476 0.263 0.029 0.696
```
Forces are in eV/Å.

Results
Highest occupied orbital energy = -1.40 eV
HOMO-LUMO gap = 5.77 eV
2S+1 = 1
Total charge = -2

These are the Löwdin partial charges, in e, on atoms 1 to 5: 1.5469, -0.0897, -0.1101, -0.2098, -0.0407


Asked for energy relative to the best compared isomer or geometry (same formula, charge and spin) across the records above, the calculation gives 0.640; 1.410 eV in order.